--- one ---
DFT (wB97M-V/def2-TZVPD) results for one molecule with the formula C6H9NO.

Geometry as XYZ:
```
17
Properties=species:S:1:pos:R:3:mulliken_charge:R:1
C 1.2792 0.1643 1.1884 -0.334
C 1.4976 0.8561 -0.0365 -0.063
O 0.4722 1.0697 -0.9329 -0.447
C -0.8571 1.1867 -0.4961 -0.472
C -1.3587 -0.1598 -0.4311 -0.322
N -0.5283 -1.1432 -1.1602 -0.697
C -0.6551 -1.2516 0.3158 0.089
C 0.2467 -0.7706 1.5470 -0.689
H 2.1764 0.1757 1.7804 0.351
H 2.5779 1.0587 -0.6271 0.258
H -1.0185 1.5565 0.5688 0.244
H -1.4965 1.9418 -1.1006 0.344
H -2.3110 -0.2742 -0.8089 0.484
H 0.2645 -0.8318 -1.5921 0.262
H -1.3832 -2.0445 0.3573 0.403
H -0.3507 -0.4761 2.4856 0.262
H 0.5450 -1.8123 1.9962 0.327
```

Output
SMILES: C1=COC[C@H]2N[C@H]2C1
2S+1: 1
Charge: 0
Lowest unoccupied orbital energy, eV: 0.962


--- two ---
DFT (wB97M-V/def2-TZVPD) results for one molecule with the formula C6H9NO.

Geometry as XYZ:
```
17
Properties=species:S:1:pos:R:3:mulliken_charge:R:1
C -1.0296 2.4940 0.2807 -0.901
C -0.8301 1.4550 -0.4699 0.027
C -0.6091 0.3860 -1.1828 -0.237
C -0.1240 -0.9268 -0.6318 0.498
N 0.4517 -1.7925 -1.6751 -0.668
C 0.9595 -0.6937 0.4476 0.600
C 0.4946 -0.5174 1.8706 -1.133
O 2.1611 -0.6247 0.1656 -0.580
H -1.7928 3.2234 0.0354 0.255
H -0.4384 2.6469 1.1772 0.238
H -0.9883 0.3897 -2.2008 0.280
H -0.9628 -1.4704 -0.1845 0.132
H 1.4622 -1.6152 -1.6967 0.297
H 0.1022 -1.5351 -2.5937 0.257
H -0.5965 -0.5382 1.9305 0.318
H 0.8959 -1.3286 2.4819 0.356
H 0.8445 0.4479 2.2459 0.263
```

Output
SMILES: C=C=C[C@@H](N)C(C)=O
2S+1: 1
Charge: 0
Lowest unoccupied orbital energy (alpha / beta), eV: -0.144 / -0.144


--- three ---
DFT (wB97M-V/def2-TZVPD) results for one molecule with the formula C6H9NO.

Geometry as XYZ:
```
17
Properties=species:S:1:pos:R:3:mulliken_charge:R:1
H 2.4480 0.7695 1.5669 0.247
N 1.5925 0.2114 1.5209 -0.741
C 1.2164 -0.1159 0.3593 0.563
C 2.0489 -0.0757 -0.8972 -1.192
C -0.1003 -0.8886 0.2425 -0.474
C -1.1401 0.1431 -0.1231 0.250
C -2.5427 -0.0864 0.3593 -1.388
C -0.7289 1.3334 -0.4943 0.504
O -0.4977 2.3634 -1.0009 -0.453
H 1.5118 0.4579 -1.6841 0.335
H 3.0019 0.4239 -0.7184 0.366
H 2.2333 -1.0933 -1.2512 0.302
H -0.3515 -1.3231 1.2125 0.365
H -0.0327 -1.6552 -0.5304 0.292
H -2.5537 -0.1543 1.4445 0.308
H -3.1963 0.7221 0.0398 0.377
H -2.9088 -1.0322 -0.0458 0.338
```

Output
SMILES: [H]/N=C(\C)CC(C)=C=O
2S+1: 1
Charge: 0
Lowest unoccupied orbital energy, eV: 0.855


--- four ---
DFT (wB97M-V/def2-TZVPD) results for one molecule with the formula C6H9NO.

Geometry as XYZ:
```
17
Properties=species:S:1:pos:R:3:mulliken_charge:R:1
C 0.2058 1.3794 -0.0560 -1.225
C 0.0144 -0.0668 -0.0949 0.626
C 0.9497 -1.0388 0.0048 -0.280
C 2.3079 -0.6123 0.1145 -0.104
O 2.7807 0.5169 -0.1151 -0.533
N -1.2947 -0.6508 0.0594 -0.282
C -2.4249 -0.1303 -0.7018 -0.335
C -2.2665 0.1723 0.7526 -0.342
H 0.6837 1.5793 0.9991 0.270
H -0.8247 1.7549 -0.1091 0.351
H 1.0013 1.7870 -0.7659 0.346
H 0.5655 -2.0638 -0.0757 0.385
H 3.0741 -1.4367 0.3480 0.291
H -3.1999 -0.7923 -1.2197 0.207
H -2.2850 0.6975 -1.4649 0.185
H -2.0632 1.1343 1.1982 0.225
H -2.8525 -0.4604 1.4804 0.215
```

Output
SMILES: C/C(=C\C=O)N1CC1
2S+1: 1
Charge: 0
Lowest unoccupied orbital energy, eV: 0.289


Order from most stable to least stable according to the calculation: three, four, two, one


--- one ---
DFT (wB97M-V/def2-TZVPD) results for a 2-piece molecular cluster, C4H13N3 overall.

Geometry as XYZ:
```
20
Properties=species:S:1:pos:R:3:mulliken_charge:R:1
C -1.8748 1.1893 0.1838 -1.239
C -1.2081 -0.1733 0.2861 0.969
C -2.0221 -1.3395 -0.2401 -1.339
N -0.4442 -0.4315 1.3482 -0.575
H -2.4232 1.2884 -0.7560 0.359
H -2.5638 1.3422 1.0182 0.336
H -1.1065 1.9674 0.2089 0.325
H -2.8543 -1.5505 0.4369 0.343
H -2.4380 -1.1082 -1.2235 0.345
H -1.3951 -2.2317 -0.3049 0.323
H -0.0430 0.4403 1.7052 0.259
C 2.2533 -0.9436 -0.2511 -0.888
N 1.4806 0.2444 -0.5931 -0.130
N 2.2441 1.3902 -0.4270 -0.602
H 3.1570 -1.0129 -0.8702 0.322
H 2.5752 -0.9224 0.7961 0.291
H 1.6228 -1.8256 -0.3655 0.296
H 0.2596 0.0178 -0.4726 0.262
H 2.9768 1.4181 0.2825 0.168
H 1.8037 2.2411 -0.7619 0.172
```

Output
SMILES: CC(C)=N.CNN
2S+1: 1
Charge: 0
Lowest unoccupied orbital energy (alpha / beta), eV: 0.054 / 0.056


--- two ---
DFT (wB97M-V/def2-TZVPD) results for one molecule with the formula C4H13N3.

Geometry as XYZ:
```
20
Properties=species:S:1:pos:R:3:mulliken_charge:R:1
N -1.3089 -0.8548 2.5853 -0.691
C -1.1193 0.1833 1.2950 -0.500
C -1.3881 -0.5285 0.0270 -0.525
C 0.0423 -1.2846 -0.3574 -0.695
N 1.1509 -0.3880 -0.6263 -0.472
C 0.7242 0.9218 -1.3177 -0.344
N 1.8329 1.6300 -1.7568 -0.528
H -0.2672 -1.0181 2.7341 0.278
H -1.5353 -0.0981 3.3014 0.278
H 0.0279 0.6436 1.4498 0.170
H -1.6526 1.1388 1.3389 0.349
H -1.6571 0.2475 -0.7691 0.233
H -2.1974 -1.2151 0.2567 0.469
H 0.4310 -1.9948 0.3695 0.406
H -0.2915 -1.9398 -1.1609 0.267
H 1.4571 0.0607 0.2462 0.346
H 0.1328 1.5568 -0.6465 0.183
H 0.0767 0.7669 -2.1738 0.327
H 1.5435 2.3285 -2.4737 0.231
H 2.6535 1.0604 -1.7696 0.220
```

Output
SMILES: NCCCNCN
2S+1: 1
Charge: 0
Lowest unoccupied orbital energy, eV: 0.914


Order from most stable to least stable according to the calculation: two, one


--- one ---
DFT (wB97M-V/def2-TZVPD) results for one molecule with the formula C4H13N3.

Geometry as XYZ:
```
20
Properties=species:S:1:pos:R:3:mulliken_charge:R:1
C 0.7836 1.7393 -0.9524 -1.234
C -0.6380 1.1774 -0.7545 0.240
N -1.4670 0.9228 -1.9401 -0.702
C -0.5632 -0.1806 -0.0320 -0.946
N 0.2458 -0.1771 1.2204 -0.331
C 0.2405 -1.5329 1.8250 -0.544
N 1.0470 -2.5293 1.1719 -0.576
H 0.6790 2.8176 -0.8464 0.304
H 1.4408 1.4557 -0.1290 0.355
H 1.2524 1.3561 -1.8576 0.313
H -1.2363 1.9016 -0.1903 0.443
H -1.8526 1.8105 -2.2651 0.282
H -0.8667 0.7651 -2.7508 0.247
H -1.4616 -0.7751 0.1682 0.455
H 0.0365 -0.7670 -0.7384 0.206
H -0.2689 0.3664 1.8998 0.203
H -0.8146 -1.8621 1.7680 0.400
H 0.4643 -1.5970 2.8896 0.401
H 0.9357 -2.4301 0.1605 0.250
H 2.0431 -2.4612 1.3532 0.234
```

Output
SMILES: C[C@@H](N)CNCN
2S+1: 1
Charge: 0
Lowest unoccupied orbital energy, eV: 1.106


--- two ---
DFT (wB97M-V/def2-TZVPD) results for one molecule with the formula C4H13N3.

Geometry as XYZ:
```
20
Properties=species:S:1:pos:R:3:mulliken_charge:R:1
C 0.2118 2.8562 -1.1413 -0.961
N 0.4524 1.4202 -1.0222 -0.260
C 1.2823 0.9339 0.0733 -0.663
C 0.4925 -0.0503 0.9194 -0.575
N -0.1863 -1.0487 0.1049 -0.550
C -1.0581 -1.9764 0.8029 -0.411
N -1.1314 -3.2821 0.2230 -0.433
H 1.0976 3.3884 -1.5021 0.306
H -0.1927 3.2739 -0.2273 0.325
H -0.5112 2.9739 -1.9492 0.298
H 0.7871 1.0855 -1.8951 0.205
H 2.0920 0.3150 -0.3293 0.370
H 1.6294 1.7276 0.7324 0.349
H -0.3114 0.5343 1.4341 0.290
H 1.0630 -0.5784 1.6833 0.419
H -0.7471 -0.5348 -0.5743 0.359
H -2.0562 -1.4972 0.8794 0.281
H -0.7124 -2.1213 1.8280 0.346
H -0.7639 -4.0709 0.6911 0.157
H -1.4376 -3.3488 -0.7312 0.147
```

Output
SMILES: CNCCNCN
2S+1: 1
Charge: 0
Lowest unoccupied orbital energy, eV: 1.162


Order from most stable to least stable according to the calculation: one, two